No. 1
A structure of composition C24H26AsF5N5O9PrS, computed with ωB97M-V/def2-TZVPD.

Each line ends with the Mulliken charge.
CARTESIAN COORDINATES (ANGSTROEM)
Pr (-0.49339, 0.26923, 0.69549)  0.79
O (-2.16148, 0.71479, 2.68974)  -0.61
As (-1.81348, -0.98207, 3.21925)  1.06
O (-3.19982, -1.60972, 3.77884)  -0.80
O (-1.07442, -1.57115, 1.84064)  -0.65
C (-0.43345, -0.80480, 4.52703)  -0.03
C (-0.57181, -1.46710, 5.73700)  -0.61
C (0.49570, -1.52210, 6.62072)  -0.66
C (1.69774, -0.92249, 6.27688)  -0.65
C (1.84700, -0.24898, 5.07067)  -0.65
C (0.77457, -0.19511, 4.19245)  0.32
S (2.30295, 0.16408, 2.02207)  0.35
O (0.84529, 0.49958, 2.99064)  0.06
O (3.34210, 1.04752, 2.55911)  -0.64
O (1.74506, 0.80253, 0.77978)  0.15
H (-3.10839, 0.82847, 2.85073)  0.23
H (-1.51837, -1.94183, 5.96494)  0.51
H (0.39274, -2.03640, 7.56691)  0.41
H (2.53748, -0.96913, 6.95891)  0.40
H (2.78012, 0.23281, 4.81434)  0.53
N (-0.67218, 2.85788, 1.70992)  -0.30
C (0.32480, 3.56316, 0.90830)  1.06
C (0.22447, 5.10353, 0.92356)  -1.27
C (1.37244, 5.81825, 1.63751)  -0.38
C (2.59541, 6.05216, 0.74838)  -1.27
N (2.99229, 4.90552, -0.06365)  -0.05
C (3.63698, 3.83998, 0.39664)  0.49
N (3.75806, 2.78391, -0.40909)  -0.34
N (4.22307, 3.81124, 1.60734)  -0.37
C (0.22054, 3.00761, -0.53207)  0.21
O (0.97423, 3.47572, -1.40325)  -1.01
O (-0.64309, 2.09362, -0.70286)  -0.51
H (-1.60167, 3.10212, 1.38400)  0.34
H (-0.60575, 3.08964, 2.69325)  0.24
H (1.29732, 3.24951, 1.29504)  -0.11
H (-0.70771, 5.35313, 1.43278)  0.43
H (0.13176, 5.49584, -0.09334)  0.33
H (1.64083, 5.27537, 2.54941)  0.21
H (1.03713, 6.80758, 1.95565)  0.52
H (3.44900, 6.39426, 1.33517)  0.40
H (2.37701, 6.85773, 0.04911)  0.43
H (2.35420, 4.66142, -0.83325)  0.36
H (3.03431, 2.69338, -1.11822)  0.23
H (4.02025, 1.91269, 0.02422)  0.24
H (4.09073, 4.59210, 2.22351)  0.28
H (4.31514, 2.91192, 2.04675)  0.27
O (1.21880, -1.98663, 0.61233)  -0.35
C (2.17300, -2.20244, -0.40709)  -1.26
C (2.10200, -1.18932, -1.52782)  1.07
C (3.13930, -1.09448, -2.44530)  -0.96
C (3.01371, -0.20981, -3.50256)  -0.37
C (1.84932, 0.53297, -3.61605)  -1.05
C (0.86789, 0.37199, -2.65284)  -0.46
N (0.99636, -0.45771, -1.61400)  0.51
H (0.38676, -2.40668, 0.36949)  0.31
H (2.05277, -3.20248, -0.82998)  0.39
H (3.15778, -2.16100, 0.06283)  0.48
H (4.02098, -1.71443, -2.33255)  0.52
H (3.80608, -0.10979, -4.23424)  0.42
H (1.70110, 1.23113, -4.42837)  0.46
H (-0.05372, 0.93576, -2.69541)  0.51
F (-0.65858, -2.85717, -1.81005)  -0.36
C (-1.84881, -2.19800, -1.64476)  0.28
C (-1.90658, -1.02422, -0.93702)  0.59
C (-3.17707, -0.54862, -0.77130)  0.43
F (-3.31686, 0.60560, -0.01901)  -0.38
C (-4.33300, -1.11584, -1.26334)  -0.42
F (-5.54479, -0.58209, -1.05783)  -0.31
C (-4.20584, -2.28130, -1.99650)  0.95
F (-5.28852, -2.87631, -2.50929)  -0.33
C (-2.95087, -2.83435, -2.18673)  -0.31
F (-2.83771, -3.97862, -2.87680)  -0.31

Computed properties:
E_LUMO ... -0.03 eV
2S+1 ... 3
Energy relative to the best compared isomer or geometry (same formula, charge and spin) ... 0.00 kJ/mol
M ... 871.4 Da
Frontier orbital gap ... 8.3729 eV
Calculated total energy ... -150522.2145 eV



No. 2
A structure of composition C24H26BClMoN6O6S2, computed with ωB97M-V/def2-TZVPD.

Each line ends with the Mulliken charge.
CARTESIAN COORDINATES (ANGSTROEM)
Mo (0.53278, -0.94797, -0.75104)  1.10
O (-0.75042, -0.15337, 0.08636)  0.46
C (-1.27542, 0.03393, 1.28126)  0.38
C (-2.43362, -0.57077, 1.61836)  -0.60
C (-2.98572, -0.85457, 2.91526)  -0.42
C (-2.38482, -0.76147, 4.10666)  -0.94
C (-1.01812, -0.16947, 4.35236)  0.05
C (-0.36812, 0.89913, 2.15206)  1.82
C (1.11088, 0.51483, 1.87386)  -1.46
N (1.44118, -0.52717, 1.05486)  0.23
C (2.86808, -0.76427, 1.12456)  -0.83
C (3.17748, -1.99447, 0.29566)  -0.93
N (2.25238, -2.03707, -0.82984)  -0.23
C (2.56008, -3.00967, -1.69844)  -0.04
C (1.85378, -3.30857, -2.87914)  0.30
C (2.13758, -4.41657, -3.70614)  -0.91
C (1.38248, -4.66107, -4.82604)  -0.59
C (0.32918, -3.80967, -5.17724)  -0.69
C (0.02998, -2.70827, -4.40454)  -0.51
C (0.76298, -2.46497, -3.24094)  0.48
O (0.48308, -1.51797, -2.39054)  -0.28
H (-2.97012, -1.00077, 0.77756)  0.24
H (-3.97102, -1.30007, 2.88096)  0.43
H (-2.90362, -1.11747, 4.98516)  0.42
H (-0.97002, 0.18363, 5.39226)  0.50
H (1.73728, 0.63803, 2.76476)  0.86
H (3.18338, -0.90617, 2.16766)  0.30
H (3.39178, 0.12343, 0.72776)  0.29
H (3.04138, -2.88997, 0.91806)  0.44
H (4.21358, -1.96287, -0.06684)  0.52
H (3.41478, -3.64397, -1.46744)  0.43
H (2.94068, -5.08367, -3.42944)  0.40
H (1.59238, -5.52237, -5.44274)  0.41
H (-0.26912, -4.03237, -6.04664)  0.43
H (-0.80232, -2.06177, -4.63594)  0.52
C (0.07488, -1.21857, 4.16196)  -1.06
N (-0.81342, 1.01973, 3.52296)  0.06
C (-1.73152, 2.03183, 3.72466)  -0.20
C (-1.84782, 3.11113, 2.93196)  -1.00
N (-0.94982, 3.31853, 1.89756)  -0.10
B (-0.92552, 4.68063, 1.11126)  0.81
N (-0.35002, 4.37483, -0.28414)  -0.11
C (0.74908, 4.94793, -0.85314)  -0.41
C (1.05038, 4.28613, -1.99864)  -0.51
N (0.11588, 3.29363, -2.14144)  0.28
C (0.12828, 2.20733, -3.07184)  -0.85
C (-0.73922, 3.36533, -1.08534)  -0.29
S (-2.03872, 2.32003, -0.87584)  -0.46
C (-0.21142, 2.30463, 1.60856)  -0.98
S (1.35938, 2.26353, 0.91416)  -0.27
H (-0.13312, -2.06507, 4.81176)  0.51
H (1.04728, -0.81137, 4.42876)  0.33
H (0.08998, -1.57407, 3.13396)  0.03
H (-2.33322, 1.93753, 4.61346)  0.41
H (-2.56472, 3.89073, 3.10106)  0.52
H (-2.05452, 5.03323, 1.03406)  -0.16
H (-0.20262, 5.44543, 1.66086)  -0.18
H (1.23028, 5.78283, -0.38894)  0.48
H (1.84758, 4.42193, -2.70204)  0.43
H (0.76668, 2.45813, -3.91614)  0.36
H (-0.88622, 1.98323, -3.40464)  0.37
H (0.49848, 1.28383, -2.57254)  0.21
O (-2.83012, -2.36867, -3.15424)  -0.72
Cl (-2.51682, -1.65057, -1.97734)  1.86
O (-3.67972, -1.32957, -1.24134)  -0.77
O (-1.67602, -2.47807, -1.14274)  -0.63
O (-1.80852, -0.46037, -2.32894)  -0.54

Computed properties:
E_LUMO (spin up / spin down) ... -1.39 / -1.96 eV
2S+1 ... 3
Energy relative to the best compared isomer or geometry (same formula, charge and spin) ... 842.38 kJ/mol
M ... 700.8 Da
Frontier orbital gap (spin up / spin down) ... 5.2101 / 4.6484 eV
Calculated total energy ... -83250.4779 eV



No. 3
An isolated molecule of C24H26BrN3O3, computed with ωB97M-V/def2-TZVPD.

Each line ends with the Mulliken charge.
CARTESIAN COORDINATES (ANGSTROEM)
C (-4.54249, -5.34747, 0.52185)  -0.97
O (-4.21314, -4.06226, 0.04990)  -0.44
C (-2.91225, -3.66855, 0.07480)  0.97
C (-1.85977, -4.45705, 0.53183)  -0.72
C (-0.56729, -3.97312, 0.52016)  -1.25
C (-0.27103, -2.69761, 0.03937)  0.99
C (1.10438, -2.24484, 0.03375)  -0.30
C (1.60459, -1.16131, -0.57030)  -0.68
C (3.04815, -0.86467, -0.47835)  0.58
O (3.82402, -1.51696, 0.20161)  -0.72
N (3.45011, 0.18492, -1.23508)  -0.06
C (4.81835, 0.66985, -1.23622)  -1.40
C (4.94501, 1.96982, -0.51212)  0.96
C (5.06908, 3.26198, -1.06512)  0.49
C (5.14346, 3.64414, -2.50134)  -1.22
N (5.13116, 4.16715, -0.10358)  -1.09
N (5.04453, 3.50189, 1.04995)  0.86
C (5.08366, 4.20529, 2.29728)  -0.85
C (4.92790, 2.16880, 0.85935)  0.13
C (4.81334, 1.20646, 1.98222)  -1.60
C (-1.33444, -1.91519, -0.41662)  -0.45
C (-2.63457, -2.37745, -0.40379)  0.07
C (-3.75479, -1.47748, -0.85420)  -0.88
O (-3.94334, -0.50026, 0.15931)  -0.23
C (-4.96215, 0.38095, 0.03856)  0.33
C (-5.83983, 0.45062, -1.04037)  -0.09
C (-6.84846, 1.39913, -1.05621)  -0.65
C (-6.98088, 2.27788, 0.00108)  0.01
Br (-8.37232, 3.58029, -0.02712)  -0.21
C (-6.11523, 2.22631, 1.08267)  -0.38
C (-5.11273, 1.28202, 1.09768)  -0.45
H (-4.28134, -5.46687, 1.57761)  0.37
H (-4.05326, -6.12914, -0.06763)  0.37
H (-5.62196, -5.43322, 0.40714)  0.25
H (-2.04186, -5.45126, 0.90780)  0.42
H (0.23334, -4.60022, 0.88399)  0.38
H (1.81246, -2.86962, 0.56568)  0.39
H (0.99443, -0.48194, -1.14723)  0.21
H (2.76385, 0.75028, -1.70855)  0.24
H (5.15477, 0.78357, -2.27112)  0.41
H (5.41400, -0.10457, -0.74589)  0.41
H (6.00263, 3.17251, -2.97723)  0.32
H (5.24399, 4.72265, -2.57830)  0.36
H (4.24469, 3.33208, -3.03244)  0.27
H (4.16484, 4.03976, 2.86425)  0.30
H (5.93380, 3.87781, 2.89956)  0.30
H (5.18534, 5.26470, 2.07262)  0.29
H (4.70434, 0.19565, 1.59827)  0.33
H (5.69893, 1.24864, 2.61693)  0.35
H (3.94492, 1.43822, 2.59972)  0.34
H (-1.15166, -0.91354, -0.77330)  0.36
H (-3.48801, -0.98494, -1.80030)  0.42
H (-4.66947, -2.06359, -0.99281)  0.57
H (-5.75141, -0.22565, -1.87545)  0.39
H (-7.52738, 1.44982, -1.89368)  0.40
H (-6.22743, 2.91787, 1.90334)  0.41
H (-4.42558, 1.21772, 1.92608)  0.40

Computed properties:
E_LUMO ... 0.27 eV
Energy relative to the best compared isomer or geometry (same formula, charge and spin) ... 3.32 kJ/mol
M ... 484.4 Da
Frontier orbital gap ... 8.6203 eV
Calculated total energy ... -105964.9793 eV
SMILES ... COc1ccc(/C=C/C(=O)NCc2c(C)nn(C)c2C)cc1COc1ccc(Br)cc1